Entry 1:
C3H7N3 in the gas phase. Source: the Open Molecules 2025 dataset; level of theory: ωB97M-V with the def2-TZVPD basis set.

The geometry in XYZ format:
```
13
Properties=species:S:1:pos:R:3:forces:R:3:nbo_charge:R:1
C -1.453706 -0.554086 -0.539187 0.07 0.00 0.07 -0.654
N 1.530913 -0.263722 -0.337559 -0.13 0.51 0.24 -0.364
C 1.236553 0.993135 -0.025754 -0.12 -0.56 -0.10 0.224
C -0.418794 -0.609752 0.577397 0.05 0.73 -0.08 0.153
N 0.799354 -1.209283 0.370243 0.09 -0.01 -0.02 -0.509
N 0.073627 1.088489 0.604472 0.02 -0.75 0.02 -0.676
H 2.415389 -0.544225 -0.728329 -0.09 0.07 0.01 0.408
H -0.103286 1.866984 1.225138 0.03 -0.06 -0.06 0.397
H 1.917042 1.804795 -0.234178 -0.01 -0.02 -0.02 0.203
H -0.867657 -0.918391 1.526011 0.03 0.07 -0.05 0.189
H -1.878786 -1.552037 -0.669849 0.02 0.03 0.00 0.216
H -2.255747 0.143677 -0.289788 0.02 -0.01 0.00 0.206
H -0.994902 -0.245584 -1.478618 0.02 0.00 0.01 0.209
```
Forces are in eV/Å.

Values from the calculation:
- HOMO level: -6.797 eV
- HOMO-LUMO gap: 7.713 eV
- E: -7692.0162 eV


Entry 2:
A gas-phase ion, C3H10NS (charge +1). Source: the Open Molecules 2025 dataset; level of theory: ωB97M-V with the def2-TZVPD basis set.

The geometry in XYZ format:
```
15
Properties=species:S:1:pos:R:3:forces:R:3:nbo_charge:R:1
C 0.735664 -0.043518 0.853159 -1.49 0.87 -1.52 -0.227
C -0.228851 -0.136232 -0.375737 1.60 0.05 0.72 -0.429
C -1.654413 0.208407 -0.027084 -1.40 -0.43 -0.56 -0.531
S -2.825123 -0.792764 -1.062713 0.13 0.42 0.16 -0.012
N 2.173451 0.001290 0.375422 -1.36 0.13 -0.33 -0.672
H 0.554789 -0.895690 1.494751 0.40 0.11 0.42 0.242
H 0.515823 0.930281 1.285218 0.31 -0.22 0.67 0.227
H 0.134173 0.581918 -1.119903 -0.08 -0.17 -0.16 0.206
H -0.123436 -1.144375 -0.775062 -0.31 0.02 -0.22 0.231
H -1.982857 -0.006512 0.990100 0.40 -0.33 0.09 0.238
H -1.902366 1.259285 -0.156872 0.26 0.07 -0.15 0.242
H -2.758684 -0.073063 -2.203422 0.10 -0.05 0.29 0.135
H 2.371146 -0.891384 -0.089086 0.67 0.09 0.55 0.452
H 2.743736 0.284982 1.167120 0.70 -0.56 -0.14 0.456
H 2.246946 0.717374 -0.355889 0.07 -0.01 0.19 0.443
```
Forces are in eV/Å.

Values from the calculation:
- HOMO level: -12.397 eV
- SMILES string: [NH3+]CCCS
- Charge: +1
- HOMO-LUMO gap: 8.453 eV
- E: -15591.4332 eV


Entry 3:
A molecular structure, C20H60O10S10. Source: the Open Molecules 2025 dataset; level of theory: ωB97M-V with the def2-TZVPD basis set.

The geometry in XYZ format:
```
100
Properties=species:S:1:pos:R:3:forces:R:3:lowdin_charge:R:1
C -2.630246 -0.434175 1.440683 -0.60 -1.06 1.30 -0.253
S -3.035114 -1.761397 2.705841 -0.37 -0.46 -1.14 0.881
O -4.354571 -2.373843 2.268705 1.37 0.62 0.20 -0.568
C -1.710049 -2.967822 2.285429 -0.53 -0.42 -0.42 -0.228
H -1.676301 0.056805 1.633109 -1.00 -1.52 -0.08 -0.016
H -3.429384 0.295948 1.568725 -0.11 0.08 0.31 0.074
H -2.739646 -0.746371 0.402086 1.05 -1.17 1.79 -0.016
H -1.648745 -3.130530 1.209385 0.36 0.74 0.00 -0.004
H -2.002939 -3.974743 2.582812 -0.41 0.24 0.76 0.058
H -0.755821 -2.745457 2.763020 -0.04 0.30 -0.23 0.057
C -1.733060 2.732619 5.534929 -0.45 -0.33 -1.06 -0.228
S -0.895234 3.212356 3.939026 -0.36 0.42 1.93 0.924
O 0.566283 3.460196 4.266180 -1.40 -0.04 0.64 -0.585
C -0.874116 1.643076 3.030991 -0.28 2.34 2.69 -0.282
H -2.685318 2.341848 5.176326 -0.14 -0.26 0.01 0.040
H -2.014317 3.551899 6.196583 0.60 0.29 -0.30 0.048
H -1.212631 1.942251 6.075815 0.26 0.13 -0.18 0.056
H -1.838015 1.338275 2.623440 0.14 0.62 0.74 0.055
H -0.387757 0.920223 3.686003 -0.20 -0.20 -0.11 0.104
H -0.181031 1.904822 2.231478 -0.95 0.99 1.53 -0.010
C 2.052614 3.155411 -2.172601 0.15 0.90 -1.63 -0.235
S 1.250937 1.502365 -2.226993 0.34 0.36 -1.04 0.879
O 0.046660 1.548382 -3.151667 1.48 1.09 -0.23 -0.541
C 2.535725 0.533559 -3.115696 0.56 1.10 0.77 -0.191
H 1.415314 3.939190 -1.763142 -0.56 -0.53 0.24 0.051
H 2.194925 3.462773 -3.208637 -0.07 -0.01 -0.28 0.044
H 3.030700 3.343527 -1.729830 0.06 -1.02 0.42 0.049
H 2.333211 -0.537443 -3.108977 -0.45 0.33 -0.08 0.063
H 3.407295 0.670921 -2.475698 0.10 -0.21 -0.06 0.025
H 2.793398 0.964694 -4.083079 -0.46 -0.07 -0.11 0.062
C -4.066112 -0.029762 -1.177873 -1.64 1.81 -0.44 -0.307
S -5.477812 1.143825 -0.919119 1.18 1.74 -2.45 0.893
O -4.893858 2.504842 -1.362243 -0.80 -1.66 1.13 -0.598
C -6.375357 0.569289 -2.443260 0.67 -0.74 0.22 -0.243
H -4.425856 -1.040338 -1.371297 -1.18 1.87 0.20 0.023
H -3.374124 0.011918 -0.336742 -1.62 0.87 -1.15 -0.021
H -3.519278 0.305280 -2.059246 -0.42 0.17 -0.06 0.069
H -6.852594 -0.378471 -2.194086 -0.30 0.04 0.06 0.049
H -5.599525 0.319361 -3.166948 -0.15 0.30 0.20 -0.004
H -7.061936 1.254010 -2.941122 -0.02 0.33 0.84 0.058
C -0.794988 -0.244260 -1.335302 1.35 2.52 1.09 -0.312
S 0.412366 -0.726617 -0.055957 0.74 1.93 0.98 1.016
O 1.798184 -0.529044 -0.697016 -2.78 -1.44 -0.91 -0.648
C 0.273614 0.735132 1.172011 -1.79 -2.07 -4.83 -0.278
H -1.805955 -0.417440 -0.966448 0.89 0.26 -0.39 0.023
H -0.598500 -0.828837 -2.234063 1.05 1.16 1.46 0.021
H -0.562589 0.802587 -1.530799 -1.48 -0.38 0.36 0.000
H 0.767290 1.577398 0.687274 -0.30 -0.17 0.02 0.055
H 0.730511 0.504751 2.134438 -1.13 -0.31 -1.41 -0.025
H -0.794562 0.921717 1.282883 1.41 -0.07 -2.08 0.002
C 3.168657 1.936575 4.412592 0.10 -0.08 1.01 -0.219
S 3.043250 1.535275 2.686967 -1.68 1.93 2.45 0.975
O 2.012502 0.417656 2.631506 1.55 5.96 5.46 -0.628
C 2.041708 3.003324 2.158774 0.81 -0.67 -0.66 -0.184
H 4.160450 1.662163 4.771958 0.12 0.19 -0.15 0.053
H 2.474315 1.270317 4.924536 -0.17 0.17 -0.06 0.067
H 2.916671 2.971012 4.646104 0.08 -0.14 -0.09 0.051
H 2.542449 3.939638 2.405127 0.04 -0.14 -0.01 0.081
H 1.100912 2.912819 2.701734 1.10 0.30 -0.26 -0.020
H 1.857152 2.895840 1.089906 0.49 0.33 0.01 0.041
C -1.695506 -0.939606 -3.836560 -0.67 -0.40 -1.08 -0.288
S -3.179555 -1.517649 -4.694653 -0.42 2.59 -0.50 0.928
O -4.281740 -0.744490 -3.951531 1.01 -1.41 -1.33 -0.592
C -2.883370 -0.532427 -6.247636 0.01 -0.43 0.01 -0.217
H -1.603759 0.145546 -3.882476 -0.22 -0.01 -0.04 0.072
H -0.828803 -1.384172 -4.325720 0.16 -0.03 0.19 0.080
H -1.785885 -1.254166 -2.796854 -0.50 -0.26 -1.34 -0.019
H -1.823669 -0.502607 -6.501087 0.05 -0.21 0.18 0.050
H -3.219696 0.494915 -6.107787 -0.12 -0.15 0.40 0.064
H -3.416794 -0.971809 -7.090553 -0.12 -0.09 0.20 0.042
C 2.478772 -1.343173 1.692494 2.83 -5.00 -0.88 -0.368
S 3.222079 -2.680706 2.700428 -1.19 -0.39 0.20 0.856
O 2.766478 -4.029004 2.155644 0.74 1.20 0.22 -0.577
C 4.954882 -2.385003 2.282015 0.57 -1.55 0.46 -0.356
H 1.401184 -1.269792 1.839201 0.66 -0.89 0.28 0.024
H 2.731637 -1.590101 0.661387 -0.12 -0.49 0.36 0.058
H 2.944924 -0.427542 2.056421 0.94 -3.15 -1.39 -0.060
H 5.541583 -3.194045 2.717144 -0.28 -0.25 0.17 0.057
H 5.393486 -1.442572 2.609952 -0.61 -0.65 1.00 0.003
H 5.128245 -2.385762 1.205894 -0.30 -0.91 0.34 -0.006
C 3.753198 0.718315 0.176637 1.95 2.32 0.10 -0.324
S 5.106580 -0.239143 0.871295 0.76 2.36 -2.46 0.870
O 5.374728 -1.330911 -0.141814 0.30 1.57 -0.01 -0.494
C 6.450104 1.114192 0.750704 -0.19 -0.20 -1.10 -0.189
H 2.781253 0.227273 0.128633 0.95 -0.11 -0.54 -0.024
H 4.137663 1.211188 -0.716314 -0.27 -0.50 -0.45 0.049
H 3.614544 1.572647 0.839189 0.64 -0.08 -0.92 -0.037
H 7.403882 0.768826 0.351777 0.02 -0.95 0.62 0.047
H 6.610111 1.640352 1.691792 -0.25 -0.21 0.04 0.040
H 6.248864 1.822454 -0.053014 -0.80 0.28 0.19 0.034
C -1.380846 -4.127086 -3.049124 -0.58 0.03 0.49 -0.198
S -1.774635 -3.415224 -1.318838 1.22 0.07 -1.28 0.988
O -0.718837 -2.331215 -1.006174 -2.49 -5.82 -0.98 -0.742
C -3.363914 -2.537954 -1.579455 1.37 -1.55 0.24 -0.263
H -1.102726 -3.446250 -3.853611 0.20 0.44 0.65 0.021
H -2.268346 -4.619010 -3.447165 -0.19 -0.22 0.43 0.048
H -0.591435 -4.867157 -2.917827 -0.06 0.13 0.22 0.048
H -3.396765 -1.751930 -0.825014 0.94 -1.82 0.04 -0.005
H -4.150832 -3.253268 -1.340276 -0.07 -0.01 -0.16 0.092
H -3.496837 -2.051246 -2.545664 -0.11 -0.58 0.49 -0.014
```
Forces are in eV/Å.

Values from the calculation:
- HOMO level: -7.429 eV
- HOMO-LUMO gap: 7.543 eV
- E: -150514.3615 eV


Entry 4:
A gas-phase ion, C5H6N (charge +1). Source: the Open Molecules 2025 dataset; level of theory: ωB97M-V with the def2-TZVPD basis set.

The geometry in XYZ format:
```
12
Properties=species:S:1:pos:R:3:forces:R:3:nbo_charge:R:1
C -0.325280 1.448239 1.886326 1.34 2.09 0.76 -0.106
C 1.282460 -0.072628 -1.109601 1.18 -3.81 1.89 -0.088
C -0.605041 0.820061 0.900680 0.64 1.96 2.11 -0.105
C 0.087615 -0.957606 -0.522033 -0.61 -2.59 0.48 -0.319
C -1.022579 -0.062525 -0.083912 -1.94 -3.10 1.77 -0.512
N 1.372816 0.929395 -1.674070 0.38 2.59 -1.33 0.195
H 0.094924 2.244410 2.575590 -0.99 -1.69 -1.00 0.286
H 2.138357 -0.809317 -0.826446 -0.61 1.28 -0.65 0.458
H -0.087505 -1.695633 -1.398166 0.13 1.16 1.52 0.304
H 0.460438 -1.495250 0.437722 -0.15 0.81 -2.00 0.290
H -1.759016 -0.720252 0.616985 1.42 0.61 -1.94 0.323
H -1.637189 0.371106 -0.803077 -0.79 0.69 -1.61 0.273
```
Forces are in eV/Å.

Values from the calculation:
- HOMO level (alpha / beta): -14.449 / -14.448 eV
- Charge: +1
- HOMO-LUMO gap (alpha / beta): 5.633 / 5.629 eV
- E: -6758.1136 eV


Question: The highest E belongs to which entry?
Answer: C5H6N